Entry 1:
DFT (ωB97M-V/def2-TZVPD) results for a cluster of 4 separate species, C3H14O3S2 in total in a non-equilibrium geometry.

The geometry in XYZ format:
```
22
Properties=species:S:1:pos:R:3:forces:R:3:lowdin_charge:R:1
C 2.22420 1.08988 -0.07527 0.9 0.2 0.6 -0.17
C 1.70617 -0.13973 0.63172 -0.1 -0.8 -0.2 -0.59
S 0.19083 0.17904 1.58887 -0.2 0.6 -0.4 0.46
S -1.00281 -1.42972 1.37790 -0.1 -0.6 0.5 0.42
C -1.93010 -1.48289 -0.18088 0.5 0.3 -0.4 -0.45
H 2.87552 0.81960 -0.90590 -0.3 0.0 -0.2 0.08
H 2.86601 1.65753 0.59030 0.1 0.2 0.3 0.07
H 1.45079 1.77923 -0.36063 -0.4 0.1 -0.5 0.05
H 1.48139 -0.91823 -0.09279 -0.2 -0.1 0.0 0.06
H 2.45227 -0.56613 1.29901 0.1 0.1 0.1 0.07
H -2.08561 -0.53092 -0.68284 -0.1 0.3 0.4 0.03
H -1.37614 -2.09075 -0.88246 0.0 -0.3 -0.2 0.01
H -2.87432 -1.96095 0.06197 -0.1 0.0 0.0 0.02
H 0.07155 3.37728 2.21308 -0.1 0.0 0.0 0.02
H -0.06303 3.24753 0.71807 -0.3 0.0 -0.1 -0.01
O -0.12637 3.89540 1.42625 0.3 0.0 0.1 -0.07
H -3.19518 3.81712 0.35549 0.3 0.1 0.1 0.04
H -3.52281 2.43583 -0.13218 0.1 -0.1 0.0 0.03
O -2.76934 2.99828 0.07834 -0.4 0.0 -0.1 -0.06
H 1.82282 -5.41411 -2.84235 0.0 -0.1 -0.1 0.03
H 0.46484 -5.57306 -2.14064 0.0 -0.1 -0.1 0.03
O 1.33933 -5.19023 -2.04508 0.1 0.2 0.2 -0.06
```
Forces are in eV/Å.

As for the total energy: -31150.78853 eV. The HOMO-LUMO gap is 9.3 eV. For the energy above the lowest of the compared OMol25 structures with the same formula, charge and spin, the calculation gives 0.679 eV. As for the HOMO energy: -8.661 eV. As for the LUMO energy: 0.596 eV.

Entry 2:
DFT (ωB97M-V/def2-TZVPD) results for a cluster of 4 separate species, C3H14O4 in total in a non-equilibrium geometry.

The geometry in XYZ format:
```
21
Properties=species:S:1:pos:R:3:forces:R:3:lowdin_charge:R:1
C -1.69369 1.18924 -0.84195 -0.7 0.0 0.4 -0.05
C -1.47657 0.31202 0.40252 2.2 -0.6 0.4 -0.45
C -0.34744 0.84062 1.28104 -0.5 1.2 0.6 -0.07
O -0.94611 -0.97860 0.04753 -0.6 -0.6 -0.6 -0.08
H -1.41106 0.62664 -1.73518 -0.3 0.1 0.0 0.08
H -1.14950 2.13132 -0.91155 0.4 -0.2 0.5 0.08
H -2.73853 1.51724 -0.83759 0.0 -0.2 -0.5 0.08
H -2.35010 0.19335 1.07268 0.0 0.1 -0.7 0.14
H -0.63571 1.88432 1.45530 0.4 0.0 0.5 0.08
H 0.65987 0.82302 0.88587 0.0 0.0 -0.9 0.07
H -0.21675 0.32292 2.22994 -0.6 -0.1 0.1 0.08
H -1.33604 -1.33858 -0.76887 0.0 0.3 0.5 0.09
H 4.53051 1.28143 1.55370 -0.2 -0.3 0.0 0.03
H 4.55084 -0.25217 1.24136 -0.3 0.4 -0.1 0.00
O 5.07087 0.56108 1.21982 0.5 -0.1 0.0 -0.07
H -3.20077 -0.09237 -2.02757 0.2 0.2 0.2 -0.04
H -4.64134 -0.02008 -2.50422 0.8 -0.4 -0.3 0.06
O -3.77136 -0.42173 -2.71767 -1.2 0.2 0.0 -0.06
H 1.77752 -1.44238 0.88158 -0.4 1.0 -0.8 0.03
H 2.91406 -2.13464 1.21544 1.2 -0.3 -0.1 0.05
O 2.71501 -1.39273 0.63240 -0.9 -0.8 1.0 -0.05
```
Forces are in eV/Å.

As for the total energy: -11527.29685 eV. The HOMO-LUMO gap is 11.3 eV. For the energy above the lowest of the compared OMol25 structures with the same formula, charge and spin, the calculation gives 1.312 eV. As for the HOMO energy: -10.786 eV. As for the LUMO energy: 0.537 eV.